No. 1
# C41H37F5IrNO5PSTe2

C41H37F5IrNO5PSTe2 as an isolated structure (the ωB97M-V functional and the def2-TZVPD basis, the Open Molecules 2025 dataset).

Computed properties:
- ⟨S²⟩: 0.76
- Charge: 0
- Gap between HOMO and LUMO (spin up / spin down): 7.7 / 6.8 eV
- Spin multiplicity: 2
- Molecular weight: 1229.2 g/mol

Last column: Mulliken spin population.
Element x y z (Å)
C -0.60383 -2.20383 -3.16843  0.01
H -0.62848 4.21993 3.77574  0.00
C -7.66549 -0.42958 -1.10360  0.00
Ir 2.60621 0.10149 0.81107  0.04
C 6.62617 -1.05646 -1.84234  0.00
C -3.20431 2.02441 3.76938  -0.01
C 1.35748 -1.63088 -1.88864  0.00
C -4.36690 1.40416 -0.59262  -0.04
H -1.37274 -1.92190 -3.87641  0.00
C -3.50347 0.32607 -0.35423  0.05
H 7.63937 -2.34703 -3.21902  0.00
H 3.57385 0.27287 -4.04531  0.00
Te 3.54107 2.32832 3.71778  0.00
C 4.27815 -2.08642 -2.91453  0.00
H -3.45816 3.13395 0.34187  -0.01
H -3.40148 -3.00845 -0.82784  0.00
H -2.03820 -1.98733 -0.39710  0.01
H -4.71762 3.50614 -0.83467  0.00
O 1.93256 -1.67801 1.38689  0.02
H -4.05479 1.72076 4.36590  0.00
H 0.91799 2.48576 1.31011  -0.02
C 2.97465 1.08952 -3.66268  0.00
C -1.00081 2.81472 2.21251  -0.03
C -1.84467 1.77736 1.80377  0.06
C 6.67958 -2.00767 -2.85249  0.00
C -2.36728 3.04237 4.20186  0.02
H -0.15120 3.57031 0.38918  0.00
C -3.96779 -0.98952 -0.39758  -0.06
H -3.58321 0.58701 2.22478  0.00
C 0.69664 -1.23842 1.51233  -0.04
H 0.65814 4.12669 1.86082  0.00
F 2.60702 1.48493 5.08854  0.00
C -1.16247 -4.31011 2.61604  0.00
H -1.32609 -4.20889 -2.93564  0.00
H -3.12680 2.97934 -1.38206  -0.01
H -8.19450 0.48219 -1.37692  0.00
C 1.36943 -2.91757 -1.34706  -0.01
C 2.03706 3.28552 -3.95875  0.00
H -3.14579 -2.53694 0.85183  -0.01
C 1.48139 3.22014 -2.68912  0.00
H 0.42836 -4.84059 -1.31261  0.00
F 4.94904 1.14254 3.94955  0.00
H 3.36815 -2.48715 -3.34210  0.00
H 0.34509 -0.28174 -3.22241  -0.01
C -3.89085 2.83300 -0.61392  0.07
C -0.23556 -3.49691 1.98448  0.00
H 2.13430 -3.19008 -0.62870  0.00
H -1.27672 -0.48510 3.13163  0.00
O 4.45250 1.62004 -0.38313  0.00
H 3.23672 2.27630 -5.42336  0.00
S 5.36355 0.53496 -0.01029  0.00
C -1.28372 3.43038 3.42956  -0.01
C -2.20020 -2.37319 3.60022  0.00
H -8.14058 -0.83923 -0.21042  0.00
C 0.36189 -1.27700 -2.79578  0.00
C 5.50970 -2.52363 -3.38480  0.00
Te -1.42473 0.74701 0.01825  0.58
N 0.55847 -0.01244 1.10943  0.25
C -6.20659 -0.16146 -0.85567  0.00
H -5.68635 -2.22928 -0.67738  0.00
H 0.54658 -3.92241 1.37066  0.00
P 2.62390 -0.45020 -1.34382  0.00
H -2.86879 -4.38723 3.91408  0.00
O 2.69319 1.39344 2.43313  0.00
C -5.70849 1.13569 -0.83579  0.01
H -1.11519 -5.38373 2.48773  0.00
C -5.32125 -1.20758 -0.64443  0.01
O 4.66752 -0.27088 1.04617  0.01
C 4.20933 -1.13209 -1.90481  0.00
F 4.55963 3.33544 2.53902  0.00
H -2.95041 -1.93692 4.24702  0.00
C -1.27212 -1.55615 2.97207  0.00
H -6.38188 1.96575 -1.01989  0.00
C -3.08687 -2.18876 -0.18114  0.08
C 0.16963 3.27513 1.39304  0.03
H 1.90241 4.17185 -4.56491  0.00
H 7.52505 -0.64726 -1.40258  0.00
C 2.40565 1.01337 -2.39530  0.00
H 5.54944 -3.26589 -4.17118  0.00
C 1.67055 2.08987 -1.91061  0.01
O 6.71601 0.86300 0.29710  0.00
H 0.91723 4.05619 -2.29564  0.00
H 1.27187 2.05842 -0.90744  -0.01
C -2.93997 1.38873 2.56670  -0.04
F 2.23614 3.66212 3.68170  0.00
C -2.14854 -3.74890 3.41864  0.00
C 5.39947 -0.62165 -1.37240  0.00
F 4.31865 3.33916 5.06609  0.00
C -0.30127 -2.11716 2.14904  0.03
H -2.55718 3.53691 5.14564  0.00
H -7.79955 -1.15561 -1.90645  0.00
C 2.78553 2.22166 -4.44128  0.00
C 0.40810 -3.84049 -1.72673  0.00
C -0.57753 -3.48521 -2.63935  0.00

Atomic forces in eV per Å
-0.01 0.01 0.02
0.00 0.00 -0.01
0.00 0.00 0.00
0.77 -0.21 -0.33
-0.03 0.04 0.03
-0.01 -0.01 0.00
0.05 -0.02 0.00
0.01 0.03 0.02
0.00 0.00 0.00
0.04 -0.05 0.00
0.00 0.00 0.00
0.00 0.01 0.01
0.15 -0.17 0.13
0.00 0.02 0.05
-0.03 -0.01 -0.01
-0.01 -0.01 0.02
0.05 0.00 -0.02
0.00 0.00 -0.01
0.00 0.12 0.14
0.00 0.00 0.00
-0.03 0.03 0.03
-0.06 -0.05 -0.05
0.01 -0.02 0.00
0.03 0.03 0.04
0.00 -0.01 -0.02
0.00 0.01 0.01
-0.01 -0.01 -0.01
-0.06 0.01 -0.01
-0.02 0.01 0.01
-0.14 0.21 0.06
-0.02 -0.01 -0.02
0.00 0.02 -0.02
-0.04 0.00 -0.03
0.00 0.00 0.00
0.01 0.01 0.01
0.00 0.00 0.00
0.04 -0.01 0.01
-0.01 0.00 0.02
0.03 -0.01 0.05
0.01 0.00 -0.02
0.00 0.01 0.00
-0.06 0.05 -0.02
-0.02 -0.01 0.01
0.00 0.01 0.01
0.00 0.01 -0.02
0.01 0.01 0.01
-0.02 0.00 -0.03
0.02 -0.07 0.02
-0.08 -0.06 0.02
0.00 0.00 0.00
-0.03 0.09 -0.09
0.01 -0.02 0.02
0.02 0.00 -0.01
0.00 0.00 0.00
0.00 0.02 -0.01
0.01 0.00 0.00
0.11 0.17 0.00
0.02 -0.18 -0.18
0.01 0.01 0.00
0.00 0.00 0.00
0.01 -0.01 -0.01
-0.22 -0.11 0.05
0.00 0.00 0.00
-0.32 0.01 0.09
-0.01 0.00 0.01
0.00 0.00 0.00
0.02 0.00 -0.03
-0.04 0.06 0.11
0.03 0.01 -0.02
-0.03 -0.04 0.02
0.00 0.00 0.01
-0.04 0.02 -0.04
0.00 0.00 0.00
0.03 -0.06 0.02
-0.03 0.05 -0.06
0.00 0.00 0.00
0.01 0.00 0.00
-0.06 0.03 0.04
0.00 0.00 0.00
0.01 0.02 -0.01
0.01 0.00 0.01
0.01 0.00 0.00
-0.05 0.00 0.06
-0.02 0.02 -0.01
0.00 0.01 0.04
-0.01 0.01 -0.02
0.00 0.01 -0.01
0.02 0.00 -0.03
-0.02 0.02 -0.01
0.00 0.00 0.00
0.00 0.00 0.00
0.02 -0.01 -0.02
0.00 0.00 -0.01
-0.01 0.01 0.01

=====

No. 2
# C41H37N10O3PSSeV

C41H37N10O3PSSeV as an isolated structure (the ωB97M-V functional and the def2-TZVPD basis, the Open Molecules 2025 dataset).

Computed properties:
- ⟨S²⟩: 0.76
- Charge: 0
- Gap between HOMO and LUMO (spin up / spin down): 5.1 / 5.0 eV
- Spin multiplicity: 2
- Molecular weight: 910.8 g/mol

Last column: Mulliken spin population.
Element x y z (Å)
C 2.44297 -3.17982 -0.49184  0.00
C 0.47918 1.60065 -3.20503  -0.01
C 1.40998 5.68873 0.95414  0.00
H 1.82227 -3.19271 4.28342  0.00
C -1.02170 -3.33281 -0.75542  0.00
C 4.67455 -1.73790 -1.21287  0.00
H 0.87116 -0.38346 -4.85213  0.00
N 0.19544 1.52800 -2.08147  0.00
N -1.27693 1.36470 3.81836  0.00
H -2.19636 -5.02472 -1.32731  0.00
C 2.35227 6.04357 0.00835  0.00
C -0.94046 -1.69771 2.03876  0.01
C 1.27683 1.00772 3.06973  0.00
C -1.85258 2.12762 1.61665  -0.03
C 3.56439 5.46471 -2.06620  0.00
H -4.10559 3.71371 -0.98288  0.00
C -4.96250 -4.01061 -0.28576  0.00
H -1.10974 -3.56003 0.30000  0.00
H -4.21673 -2.79865 -1.88726  0.00
C 0.37126 -1.78466 1.56327  0.00
H -1.68567 0.58044 6.10292  0.00
C -3.48674 3.28347 -0.20919  0.00
H -0.51066 -3.08414 5.09982  0.00
C 3.48422 -1.07758 -0.90654  0.00
O 3.14475 1.02819 -2.41387  0.00
H -5.24767 -4.82149 -0.94556  0.00
H 0.25914 -1.04957 -2.87844  0.00
H -0.81864 -2.53111 -4.52592  0.00
C -0.26109 -2.71115 4.11439  0.00
V 0.47140 1.50510 -0.07700  1.04
C -3.99531 -1.79009 -0.01464  0.00
H -0.05768 0.12955 6.50685  0.00
C -3.89052 3.23646 1.10731  0.00
C -4.80726 -3.06487 1.90214  0.00
N 2.55487 0.92139 2.70848  0.00
H 1.14501 6.35058 1.76535  0.00
N 0.96015 0.74440 4.33466  0.00
H -3.96881 -1.09558 2.01056  0.00
N 0.80469 1.67991 -4.46697  0.00
C 4.74303 -3.11736 -1.15861  0.00
N -0.70258 0.60288 5.90062  0.00
O 4.88341 1.09967 -0.67224  0.00
H 2.85552 6.99974 0.04898  0.00
H -5.62900 -5.01415 1.50023  0.00
C -3.05823 2.63618 2.04409  0.01
H -4.97564 -3.12500 2.97155  0.00
C -2.26258 2.73064 -0.55867  0.02
C 2.63886 5.13885 -1.00448  0.00
C 1.99031 3.91296 -1.02974  0.01
H -4.84763 3.64065 1.40808  0.00
C 1.22955 2.99455 -4.96348  0.00
C -4.38426 -2.86962 -0.81889  0.00
C -1.25234 -2.17001 3.30360  0.00
S 3.56859 0.68581 -1.06967  0.01
N 0.37944 1.38894 2.11736  0.00
C -0.26522 -1.93502 -2.54670  0.00
H 0.06514 4.13043 1.58040  0.00
H 3.19865 0.57062 3.39642  0.00
C 1.42694 0.51303 -5.11044  0.00
C 3.61772 -3.84207 -0.79490  0.00
H -1.92717 2.69925 -1.58574  0.00
C 1.04519 -2.77676 3.65547  0.00
C -5.17499 -4.12446 1.08341  0.00
H 2.28229 3.16861 -4.73023  0.00
H 1.57327 -3.76468 -0.21626  0.00
H -2.04301 -4.54598 -3.74990  0.00
C -1.55864 -3.89361 -3.03513  0.00
C 1.35936 -2.31854 2.38126  0.00
H -1.71551 -1.27450 1.40202  0.00
H 3.65122 -4.92234 -0.74707  0.00
C 2.33661 -1.78779 -0.53324  0.00
C -0.85842 1.57657 2.59229  0.04
C -1.63746 -4.16794 -1.67953  0.00
N 4.28062 5.74111 -2.91901  0.00
H -3.31834 2.55432 3.08875  0.00
H 2.22057 3.18877 -1.80213  0.00
P 0.65026 -1.10041 -0.11305  -0.08
H -2.27907 -2.12143 3.64337  0.00
O 2.54560 1.16397 -0.07168  0.02
Se -3.17057 -0.23891 -0.73453  0.01
H 1.08681 3.01870 -6.04193  0.00
N -1.45267 2.17508 0.33901  -0.05
H 0.61212 3.76415 -4.50659  0.00
C -0.86999 -2.76676 -3.46968  0.00
N 1.09358 3.56350 -0.10532  -0.01
C 0.80657 4.44600 0.85691  0.01
C -0.33180 -2.20911 -1.18420  0.00
H 2.82975 1.01598 1.73407  0.00
H 5.67076 -3.62054 -1.39646  0.00
H 2.46546 0.41196 -4.79475  0.00
H 1.36208 0.66526 -6.18626  0.00
C -0.31789 0.89802 4.64779  0.00
H 5.54344 -1.15204 -1.47692  0.00
C -4.23428 -1.92344 1.36067  0.00
H 2.38273 -2.38403 2.03227  0.00

Atomic forces in eV per Å
-0.06 -0.13 0.01
0.08 -0.07 0.18
-0.06 -0.13 -0.02
0.02 0.00 0.01
-0.05 -0.06 0.08
-0.12 -0.02 0.03
0.00 -0.03 0.02
-0.06 0.23 -0.31
0.22 -0.11 0.20
0.01 -0.01 0.00
0.03 0.13 0.07
0.07 -0.01 0.07
-0.02 0.02 -0.30
0.39 -0.14 0.41
-0.19 -0.06 0.33
-0.04 0.00 0.02
0.00 0.02 0.07
0.01 0.01 -0.03
-0.02 0.00 0.03
-0.08 0.00 -0.16
0.01 0.01 -0.01
0.16 -0.05 -0.19
0.00 -0.01 0.01
0.07 -0.18 -0.03
0.16 -0.05 -0.04
-0.02 -0.02 -0.02
0.06 0.03 0.00
-0.01 -0.02 0.00
-0.04 0.03 -0.01
0.71 -1.25 -0.30
-0.16 -0.22 0.07
0.03 0.00 -0.03
-0.01 -0.04 0.19
-0.02 -0.05 -0.03
0.20 -0.11 0.11
0.01 0.03 -0.01
0.09 -0.01 0.03
-0.02 0.01 0.01
0.06 0.03 -0.21
0.02 0.02 -0.01
-0.04 -0.03 0.11
0.09 -0.03 -0.05
0.01 0.00 -0.03
0.00 -0.01 0.01
-0.20 0.01 -0.09
0.00 0.01 0.02
-0.19 -0.02 0.01
0.13 0.08 -0.38
0.06 0.00 0.02
0.00 0.01 -0.01
-0.02 -0.11 0.05
0.01 0.12 -0.12
0.00 0.02 0.00
-0.64 0.20 0.17
-0.27 0.05 0.17
0.00 0.00 -0.08
0.03 0.00 0.01
0.00 0.01 -0.05
-0.08 0.11 0.04
0.04 0.04 -0.01
0.00 0.04 0.02
-0.04 0.03 -0.03
0.02 0.04 -0.03
0.01 0.05 -0.01
0.02 0.03 -0.01
-0.01 0.00 -0.02
0.02 0.01 0.02
0.11 -0.02 0.06
0.03 0.02 0.00
0.00 -0.01 0.00
-0.03 0.07 0.01
-0.45 0.24 -0.44
0.08 0.01 -0.04
0.05 0.01 -0.09
-0.01 0.01 -0.01
-0.01 -0.03 0.07
0.02 0.07 0.23
0.00 -0.01 0.03
-0.07 0.22 -0.06
-0.05 -0.08 0.09
-0.01 0.01 0.00
-0.03 0.50 0.30
0.03 0.03 0.00
-0.03 -0.01 0.03
0.10 0.33 -0.03
-0.07 0.00 0.04
0.18 -0.01 -0.08
-0.08 0.00 0.08
0.01 -0.01 0.00
0.01 -0.02 -0.02
0.04 -0.04 0.00
-0.22 0.06 -0.12
0.01 0.03 -0.01
0.04 0.15 -0.02
-0.02 0.00 0.00

=====

No. 3
# C41H37N3OP2RuS2

C41H37N3OP2RuS2 as an isolated structure (the ωB97M-V functional and the def2-TZVPD basis, the Open Molecules 2025 dataset).

Computed properties:
- ⟨S²⟩: 0.77
- Charge: +1
- Gap between HOMO and LUMO (spin up / spin down): 5.6 / 6.0 eV
- Spin multiplicity: 2
- Molecular weight: 814.9 g/mol

Last column: Mulliken spin population.
Element x y z (Å)
H -2.58422 1.75595 -4.62804  0.00
H -6.03581 0.34308 -0.76047  0.00
N -1.20450 1.31164 -1.72853  0.00
C 4.92654 1.10061 -1.51820  0.00
H 1.95757 -4.56833 6.04773  0.00
H 1.34211 4.61913 3.18192  0.00
C 1.59052 -1.80618 4.13268  0.00
C -0.08165 -2.29787 0.38811  0.08
C 4.46474 0.49774 -0.35173  0.00
H -2.81444 -3.88674 -1.86055  0.00
H 4.98509 -0.27934 1.59150  0.00
C 0.20118 -2.18843 -3.70940  0.00
H 0.97180 4.69198 0.74464  0.00
H 2.32642 2.60492 4.22760  0.00
H 6.64276 1.85757 -2.56276  0.00
H -2.73892 2.76324 -3.17588  0.00
C -1.30551 -0.32820 -3.48390  0.01
H 1.09654 -2.68608 -3.35706  0.00
H 1.61726 2.75910 -0.65587  -0.02
C 3.35654 -2.39452 0.36024  -0.01
P 1.03057 -1.36404 1.48245  0.00
C -0.52058 -2.66714 -4.78176  0.00
C 1.27424 -2.42138 2.91805  0.00
C -7.14765 3.46986 -0.09340  0.00
C 5.34711 0.17632 0.67685  0.00
O 0.56066 -0.60132 -2.03291  0.01
C -0.73246 -3.87620 -1.30866  0.01
H -7.98248 1.81479 -1.17990  0.00
C -1.81193 2.68648 -0.03643  0.01
C -4.96631 1.81968 0.36793  0.00
N 2.58888 -1.21550 0.81276  -0.01
C 1.73043 2.70685 0.42127  0.02
C -6.06059 3.93639 0.63307  0.00
H -2.26002 -2.38460 -6.03008  0.00
C 1.17041 -3.80708 2.84284  0.00
C 1.40029 3.80958 1.20287  0.00
H -0.47173 -4.67350 -1.99327  0.00
C -3.78651 3.64038 1.64757  0.00
C -2.04115 -0.84385 -4.56634  0.00
H 7.38816 0.19818 1.31749  0.00
C 1.76624 -3.96301 5.17075  0.00
C 1.83843 -2.57779 5.25684  0.00
C 6.69630 0.44974 0.52345  0.00
C -2.05717 -3.43457 -1.23212  0.01
H -3.74091 1.33060 -3.35353  0.00
H 1.36815 -5.65262 3.91029  0.00
C -6.04636 1.35473 -0.37034  0.00
H 3.14339 -3.23868 1.01468  0.00
Ru 0.09518 0.25334 -0.24197  0.83
N -1.76316 2.50818 -1.27898  0.01
C -0.18967 -1.02524 -3.02887  -0.01
H 2.95072 0.66170 2.83548  0.00
S -2.44832 4.23059 0.53743  0.01
H 1.26443 -3.66683 -0.60913  0.00
H 2.07975 -2.10322 6.19995  0.00
C -7.14062 2.17830 -0.60392  0.00
H 1.62945 -0.72449 4.19723  0.00
C 1.43117 -4.57396 3.96833  0.00
C 1.60125 3.76487 2.56823  0.01
C -2.40165 -2.44359 -0.34005  0.00
H 3.11432 -2.66152 -0.67117  0.00
C 2.26860 1.56112 1.00687  0.02
C -4.96215 3.11685 0.87368  0.00
C -2.75081 1.74998 -3.55275  0.00
H -3.36121 2.89419 2.31522  0.00
C 6.27986 1.38255 -1.65941  0.00
C -1.41966 -1.87360 0.47633  -0.04
C 2.49694 1.53626 2.38171  0.02
C -1.70178 0.91794 -2.86321  -0.01
H -3.43101 -2.11984 -0.25205  0.00
H -4.05128 4.52838 2.21909  0.00
H -0.19805 -3.56627 -5.29488  0.00
C -1.67173 -2.00238 -5.20658  0.00
H 4.23105 1.35126 -2.31147  0.00
H 8.22013 1.25518 -0.75728  0.00
S -1.28949 1.50969 1.16527  0.06
H 0.87968 -4.28812 1.91702  0.00
H -2.92531 -0.32409 -4.91133  0.00
P 2.68006 0.21906 -0.16352  0.02
H 4.42324 -2.18886 0.40674  0.00
H -4.12292 1.16091 0.55959  0.00
H -6.06451 4.94998 1.02073  0.00
H -1.70784 -1.19141 1.26168  0.00
H -8.00069 4.11575 -0.26121  0.00
C 7.16333 1.05081 -0.64299  0.00
C 0.24715 -3.31232 -0.52017  0.01
C 2.15411 2.62727 3.15789  0.00

Atomic forces in eV per Å
-0.03 -0.07 0.03
-0.02 0.04 0.03
0.36 -0.14 1.02
0.02 -0.05 0.01
0.00 0.01 -0.03
-0.01 -0.06 -0.02
0.05 -0.07 0.00
-0.14 -0.09 0.18
-0.09 -0.17 -0.70
0.05 0.02 -0.01
0.00 0.01 -0.03
0.25 -0.04 -0.13
0.04 -0.02 -0.01
0.00 0.00 -0.04
-0.03 -0.04 0.04
-0.05 0.04 -0.03
-0.46 -0.03 -0.13
-0.03 -0.02 -0.07
-0.13 0.00 -0.06
0.14 0.16 0.14
0.00 -0.05 -1.50
0.06 0.02 0.06
-0.18 0.53 0.46
0.03 -0.01 -0.02
0.04 0.02 0.06
0.40 -0.68 0.52
-0.06 -0.03 0.03
0.01 0.01 0.04
0.06 -0.07 0.69
0.00 -0.11 0.00
0.30 -0.19 -0.24
0.28 0.12 0.01
-0.02 -0.01 -0.02
0.04 0.03 0.02
-0.04 -0.05 -0.03
-0.02 -0.01 -0.08
-0.02 0.04 0.00
0.13 -0.04 -0.28
-0.12 0.09 -0.02
-0.02 0.01 -0.02
-0.02 0.03 -0.05
0.00 -0.03 -0.01
0.02 0.06 -0.03
0.01 -0.06 0.00
0.05 -0.02 0.01
-0.02 0.01 -0.01
0.01 0.03 0.00
-0.03 0.02 0.00
-0.93 0.69 -1.55
0.19 0.25 -0.81
0.22 -0.05 0.34
-0.03 0.02 0.02
-0.02 0.07 0.07
-0.04 0.01 0.02
-0.02 -0.01 -0.05
0.05 0.02 0.01
0.01 -0.04 0.00
0.04 -0.01 0.07
0.00 -0.03 0.13
0.01 0.00 -0.02
-0.03 0.01 0.03
0.43 0.29 0.04
-0.06 0.03 0.05
0.16 0.06 -0.12
-0.05 0.03 0.10
0.00 0.03 0.03
0.05 -0.26 0.01
0.03 -0.03 -0.03
-0.28 0.28 -0.05
0.03 0.03 0.02
0.00 -0.04 0.07
0.01 0.03 0.06
0.00 -0.06 -0.01
0.04 -0.04 0.00
-0.03 0.01 0.01
0.51 -0.89 0.12
0.00 0.01 0.01
0.04 -0.02 0.05
-0.93 0.43 1.55
0.02 -0.02 0.04
-0.06 0.07 0.00
-0.02 -0.05 -0.01
-0.12 0.10 -0.01
0.04 -0.02 -0.01
-0.08 -0.05 0.03
0.03 -0.04 -0.04
-0.03 0.04 0.02

=====

Energy above the lowest of the compared OMol25 structures with the same formula, charge and spin values (in kJ/mol) by entry order: 107.0 0.0 197.5.